(1)
A 8-piece molecular cluster, C17H54N2O9P overall in a non-equilibrium geometry. Source: the OMol25 dataset; level of theory: ωB97M-V/def2-TZVPD.

Its energy above the lowest of the compared OMol25 structures with the same formula, charge and spin is 355.4 kJ/mol. The largest force on an atom comes out at 0.020 hartree/bohr. Its molar mass is 461.60 g mol⁻¹. As for the LUMO energy: 1.791 eV. Its net charge is -1. As for the HOMO energy: -2.840 eV.

Geometry (Å):
H: 4.8068 0.3221 -5.3641
H: 4.4528 -3.8983 4.7937
C: -2.1318 -4.0826 7.6384
H: 6.3357 -0.4129 -0.7298
H: -6.3229 4.5970 -2.3855
H: 4.5115 -4.8163 2.5902
H: -2.2776 9.3648 -2.1242
O: -3.1309 0.4781 -3.4389
C: -4.3168 3.8049 -2.2569
C: -1.8116 7.2755 -2.4094
H: 3.4238 -2.5874 4.2620
H: -2.7795 -2.2080 -0.5868
P: 3.0532 -4.8022 2.9271
C: -2.7626 0.3878 -0.4503
H: 6.2742 -0.5655 -5.7607
C: -2.7737 8.4483 -2.4607
H: 4.0651 0.5680 -1.1670
H: -2.8065 -2.0696 7.2571
H: 3.5408 -3.4974 0.9001
O: 5.4268 -1.2526 -3.2711
H: -1.2640 -4.1725 5.9030
O: 2.5693 -3.9053 5.6102
H: -3.1261 8.6086 -3.4785
H: -1.3209 -4.5913 8.1731
H: -2.8948 0.4796 0.6294
H: -1.4695 7.0999 -1.3869
O: 3.3081 0.1360 0.6574
H: -1.5235 -0.7090 -1.8294
H: 5.6641 0.7428 -3.0572
O: -2.1076 -4.4654 6.2720
H: -5.4562 1.0888 -4.7013
C: 1.4455 -3.3218 0.9359
C: 3.4487 -3.6665 4.4443
C: -3.7561 -0.2322 -4.4968
H: 1.6553 -4.8270 3.3299
H: -0.7215 -0.2943 -0.3088
H: -3.7188 0.0627 -0.8627
H: 5.7931 -1.9768 -3.7904
C: -1.6638 -0.6148 -0.7516
H: 2.7730 -5.7449 1.8226
H: -4.1720 3.7043 -3.3380
N: 0.2608 -3.2110 1.8018
O: -3.9336 8.2172 -1.6644
H: -0.5458 -3.2517 1.1893
H: 3.6145 0.0229 1.5642
C: -4.6610 0.6669 -5.3223
O: -4.6786 2.5352 -1.7114
N: 1.3972 -3.1696 5.4982
H: 4.8643 1.4054 0.1762
C: 4.4356 0.4475 -0.1488
H: 6.3621 1.1727 -5.4317
H: 5.8377 -0.7905 0.9311
H: 7.1521 -0.1315 -3.4440
C: 5.4816 -0.6495 -0.0927
O: -1.9551 -1.8980 -0.1970
H: -2.5240 1.3677 -0.8579
H: 3.3060 -5.9544 3.8240
H: -3.3587 4.0662 -1.8101
H: 2.9434 -2.3506 2.0802
H: -4.3282 -1.0732 -4.0867
H: -2.3046 6.3642 -2.7501
H: -3.0805 -4.4305 8.0488
C: 5.8715 0.2412 -5.1434
O: 1.4870 -2.1291 6.0564
H: -5.4945 4.9670 -0.8777
C: 6.0818 -0.0555 -3.6692
H: 1.3770 -4.1776 0.2666
H: -5.5225 2.2801 -2.1027
H: 1.4917 -2.4240 0.3007
H: -2.0305 -2.2783 8.8401
H: 0.2543 -2.3033 2.2532
C: -5.3552 4.8674 -1.9547
H: -3.8158 0.8421 -2.8622
C: 2.7861 -3.3600 1.6795
H: 5.0525 -1.5945 -0.4194
H: -1.0594 -2.2329 7.3578
H: -4.0910 1.5002 -5.7350
H: -2.9576 -0.6384 -5.1163
H: -0.9380 7.4553 -3.0372
C: -2.0012 -2.5777 7.7896
H: -5.1236 0.1170 -6.1440
H: -3.6442 8.0847 -0.7547
H: -5.0525 5.8346 -2.3578

Forces on the atoms, in the same order (eV/Å):
-0.0058 0.0352 0.0250
0.0603 -0.1822 0.2156
0.2577 0.1084 -0.2267
0.0107 -0.0040 0.0116
0.0235 0.0219 -0.0668
0.1441 0.2626 0.0197
0.0394 0.0199 -0.1030
-0.0449 -0.0464 -0.3203
-0.1994 -0.0206 -0.1258
-0.0781 -0.0337 0.0082
-0.0347 0.0777 -0.1001
0.0705 0.0213 0.0194
-0.3718 -0.4641 0.0157
0.1957 -0.1405 0.3454
0.0615 0.0286 -0.0016
0.0876 -0.0817 0.2381
-0.0788 -0.0067 0.0122
-0.0477 -0.0392 0.0272
0.2446 -0.0162 0.0308
-0.0069 0.1052 -0.1035
-0.0184 -0.1022 -0.1430
0.0193 0.0116 -0.0892
-0.0737 0.0257 0.0135
-0.0626 0.0272 0.1236
0.0372 0.0323 0.0038
0.0548 0.0394 -0.0097
-0.0635 0.2453 -0.0845
0.0623 0.1120 -0.0445
-0.0152 -0.0304 0.0573
-0.0816 0.0141 0.1050
-0.0384 -0.0562 -0.0114
0.4608 0.8645 0.2436
0.1461 0.1486 -0.0472
-0.1507 0.1689 0.2208
0.0548 0.0915 -0.0526
0.0183 -0.0937 0.0450
-0.0044 -0.0048 -0.0626
-0.0647 0.0064 0.0895
-0.1923 -0.1201 -0.0319
0.0579 0.0187 -0.1352
0.0910 0.0714 0.0033
-0.0024 -0.5303 -0.2923
0.0057 0.0061 -0.0622
-0.1307 0.2632 0.2153
-0.0700 -0.1593 -0.0730
0.0430 0.0344 -0.0106
-0.1082 -0.0983 -0.1470
0.0948 0.1893 0.4223
0.0447 0.0230 -0.1229
0.0993 -0.1151 0.2860
0.0139 -0.0115 -0.0061
0.0277 0.0606 -0.0019
0.0104 0.1252 0.0118
-0.0127 -0.0528 0.0601
-0.0589 0.0243 0.0188
-0.0299 0.0194 -0.0564
0.0628 -0.0030 0.1210
0.0288 -0.0848 0.0213
0.1304 -0.0371 0.2924
0.0064 -0.0633 -0.1159
0.0073 0.0114 -0.0491
-0.0123 -0.0548 -0.0508
-0.0635 -0.0065 0.0016
-0.1339 -0.2303 -0.2155
0.0455 0.0267 0.0078
0.0627 -0.2393 -0.1338
-0.2949 -0.2796 0.1868
-0.0264 0.1142 0.1247
0.0372 -0.1407 -0.4016
0.0172 -0.0067 -0.0059
-0.0094 -0.0102 -0.0379
-0.0105 -0.0539 0.0464
0.1838 0.1469 0.0649
-0.5279 -0.0281 -0.2513
-0.0036 0.0082 -0.0496
0.0348 -0.0121 0.0589
0.0234 -0.0236 -0.0243
0.0388 -0.0156 0.0384
0.0113 0.0008 0.0147
-0.0006 0.0725 0.0240
-0.0209 0.0049 0.0113
-0.0530 -0.0075 -0.0620
-0.0249 0.0185 0.0269

=====

(2)
C17H56FeO29P4S2 as an isolated structure in a non-equilibrium geometry. Source: the OMol25 dataset; level of theory: ωB97M-V/def2-TZVPD.

The largest force on an atom comes out at 0.132 hartree/bohr. Its molar mass is 968.48 g mol⁻¹. As for the multiplicity: 7. As for the LUMO energy (alpha / beta): 0.025 / -4.794 eV. Its net charge is 0. As for the HOMO energy (alpha / beta): -8.474 / -8.474 eV.

Geometry (Å):
O: -0.1033 -0.7630 0.9021
H: -3.6748 -1.6822 1.3870
H: -2.9051 0.2427 -4.9535
O: 4.6908 0.1865 1.9285
C: -0.8874 3.3346 5.7371
H: -4.8610 -1.7899 0.1443
O: 0.5987 -7.1476 -0.8690
H: 1.8400 -6.6727 3.2390
H: 0.7374 -3.3199 -0.2208
P: 0.0866 -6.3098 0.4389
O: 2.0826 0.0742 -0.7713
H: 0.8908 -3.0833 1.4867
C: 1.9987 -7.5993 -0.8616
H: -4.3871 2.6860 -0.6006
H: 5.3941 1.3069 -2.7879
H: -1.6441 -4.1227 -3.6253
H: -2.8677 4.0716 2.7018
O: 2.2209 4.9964 -1.2571
O: -0.6241 -2.6772 -2.4450
H: -1.9904 -2.4899 3.0312
H: -1.4787 -0.4945 2.7503
O: -4.4069 1.3280 1.0270
H: 1.0230 0.5508 -4.8969
H: -2.5477 -0.3574 -2.1823
H: -2.5676 -3.3924 -2.3103
O: -0.4608 0.9903 -0.1260
H: -1.9814 4.4837 1.1559
C: 0.7714 -6.7491 3.0382
H: -0.6092 -3.9080 0.8460
H: -1.5424 -4.6358 -1.9946
H: -5.8849 1.7072 -0.4498
C: 1.7966 6.1731 -0.5517
S: 3.3758 0.6624 2.2215
P: 0.0675 2.9172 3.3910
O: 1.0413 -5.0052 0.6312
P: 2.8686 -0.5150 -1.8860
H: -1.5671 0.9819 -4.1848
O: -0.9388 4.1132 2.9107
H: -2.2668 4.1900 -1.9966
H: -0.0793 3.5433 6.4382
P: 1.3242 3.6814 -1.5170
O: 4.4593 -0.1334 -1.7426
C: 1.6436 4.0127 -4.0693
C: -4.7405 -1.8452 1.2262
H: 3.1810 4.2565 3.1142
O: 0.5454 -7.2202 1.6997
H: -1.3744 2.7761 -2.3835
H: -1.3647 3.1327 -0.8279
O: -0.1224 4.4172 -1.8148
H: 2.7452 -6.8731 -0.5398
H: -4.4587 0.8349 -0.8373
Fe: 1.1707 0.9425 0.7581
O: 2.4819 -0.0549 -3.4022
H: -5.1682 -0.0405 1.6596
O: -1.3979 -6.1208 0.4403
O: 1.8788 3.1564 -2.9676
C: -1.5770 -3.7358 -2.6085
O: 1.3256 3.7875 3.8609
H: 0.5580 -0.9216 -4.0895
O: -1.3122 -0.6030 3.6895
O: 0.4611 1.9450 2.3376
O: -3.0044 0.0343 -2.9304
H: -3.5538 0.8896 0.9863
C: 1.0906 0.0189 -3.9479
H: 4.0717 -2.1917 -3.7984
H: 2.0690 3.8988 1.9374
H: 0.1607 -5.8893 3.3138
H: -1.7971 3.2195 6.3263
C: -2.0121 3.8711 2.0570
H: 1.8689 5.4485 2.8321
H: -4.8514 -2.8680 1.5864
O: -0.5285 2.3672 4.7259
H: 2.3068 3.6698 -4.8635
H: -1.2090 -2.3832 4.5941
C: 4.8694 1.2073 -1.8377
H: -0.9004 -2.1357 -1.7020
H: -2.0815 2.8036 1.8478
H: 2.5199 6.3040 0.2531
H: 2.2119 -8.4446 -0.2073
C: -4.8043 1.7226 -0.3076
H: 0.5088 -7.5347 3.7467
H: 2.1450 -7.7651 -1.9289
C: 3.5561 -2.7752 -3.0357
C: -2.2558 0.1431 -4.0838
H: 0.7814 6.0315 -0.1809
H: 5.5248 1.4840 -1.0120
H: 4.0225 1.8629 -1.6351
H: 0.6890 4.0867 -4.5901
H: -2.8789 -1.7151 4.3549
C: -1.3317 3.6771 -1.7716
O: 3.2671 1.1367 3.5701
O: -1.7333 -0.9882 -0.7979
O: 2.8422 -2.1264 -1.9544
C: -1.8911 -1.8659 3.9193
C: 0.4648 -3.7545 0.7409
H: 2.8091 -3.2627 -3.6620
O: -5.5211 -0.9114 1.8561
O: 1.2688 2.7000 -0.3504
O: 2.2515 -0.1817 1.8604
H: 4.2628 -3.5250 -2.6801
C: 2.1189 4.3904 2.9090
S: -1.2281 -0.1904 0.2520
H: 2.0021 5.0242 -3.8786
H: 1.9049 7.0435 -1.1988
H: -1.6383 -0.7033 -4.3845
O: -2.1943 0.2429 1.2447
H: -1.0963 4.3065 5.2900
O: 2.8877 1.7405 1.3583
H: 0.5680 0.6670 -3.2444

Forces on the atoms, in the same order (eV/Å):
3.4789 -4.5638 3.2024
0.2527 0.2669 0.0967
-0.4850 0.1652 0.1659
0.5376 -0.0840 0.3527
0.0687 1.9637 0.3496
-0.1895 -0.4190 -0.3390
0.8491 0.8935 2.4367
0.0362 0.8233 -0.4106
-0.7173 0.7655 -0.0029
-1.1385 -0.4581 1.0590
0.6096 -0.8107 -1.7366
0.0566 -0.6287 0.4321
-0.2275 0.4176 -0.6982
0.1424 -0.1272 -0.1656
-0.3277 0.5600 0.0335
0.3369 0.5445 -0.2210
-0.5126 0.2960 -0.6758
-0.4771 -1.6587 -0.8161
0.2981 -1.5140 -0.8994
0.0238 0.1283 -0.2561
0.1654 0.8820 -0.0663
-1.9788 2.0914 0.0808
1.0295 -0.0239 -0.0378
0.5289 -0.2490 0.0560
-0.2661 0.4463 -0.3937
-1.4191 5.0287 -4.3319
0.0790 -0.0287 0.1757
0.0234 -0.6827 0.2066
-0.0758 0.7291 0.0587
1.2329 0.0126 0.5139
-0.0508 0.2877 0.5246
0.3265 -0.2088 0.4015
-1.3210 -0.8979 -2.6179
0.1381 2.1241 -0.3819
0.3172 -3.7282 0.2222
1.2466 -0.6200 -1.4742
0.0497 0.6355 0.6311
3.1679 -0.9890 0.8175
0.6459 0.8331 0.2055
0.2552 -0.6166 -0.1944
-1.2213 1.0265 0.8381
-2.4067 -1.8436 -0.2103
1.4694 1.0627 -1.9028
1.5261 -0.5342 -0.7347
-0.0447 0.1967 0.7119
0.2775 0.0471 -0.7263
0.5935 0.2065 -0.9801
-0.4167 0.6262 0.5339
1.7870 -0.5426 -0.2160
-0.4919 0.6966 -0.0279
0.1625 0.7131 -1.3261
-1.3115 -0.7082 -0.3986
-0.3290 -0.3305 0.7041
0.1039 0.6034 -0.1685
2.3010 0.3125 -0.4716
-1.4198 -0.0976 2.6428
-1.0910 0.1898 0.3433
-1.5404 -1.4644 1.1623
0.5926 -0.3106 0.5795
0.0922 -0.1624 -0.4427
-1.1744 0.5143 1.2189
-0.7278 0.5357 -0.2375
0.6487 -0.1710 -0.0998
0.0235 0.8112 1.1777
0.1237 0.9671 0.7431
-0.5678 0.1409 -0.1840
0.3490 0.2324 -0.3057
-0.0134 -1.4941 -0.4358
-1.6718 -1.0606 0.3693
0.0620 0.0081 -0.0538
-0.7953 0.0421 0.0142
-0.2190 -0.1311 0.1707
0.1796 -0.3099 0.1464
-0.3362 -0.2976 0.2864
0.0664 0.8920 0.5112
-0.1893 0.0455 0.2228
-0.0331 0.0090 -0.5972
-0.2745 -0.0292 0.2018
-0.7195 -0.3484 -0.3213
0.5103 -1.9545 0.8758
-0.5445 -0.2978 -0.3644
0.3891 -0.5386 0.2860
-0.4941 -0.8915 -1.0759
0.4043 -0.3115 -1.5700
0.1262 0.3229 0.0114
0.3820 -0.5947 -0.0103
-0.1068 0.2861 -0.8180
-0.6214 -0.5483 1.0628
-0.1122 -0.4023 0.1871
-0.6774 -2.4767 0.8282
0.7015 0.9654 2.7905
-1.3280 -0.7249 -1.6156
0.8307 2.0004 0.1216
0.2173 -0.1178 0.8237
-0.6775 1.8430 -1.4046
-0.2416 -0.3264 0.4125
-1.2934 -0.4152 1.2590
0.7168 2.7639 -3.3520
-0.1588 -5.0049 1.8974
-0.2410 0.2214 0.4896
1.3923 0.6439 -1.7092
-0.9266 0.9101 2.3490
-0.2145 0.0607 0.3678
-0.3271 -0.2150 -0.1916
-0.0114 -0.6330 0.6368
-0.6392 -0.4194 -0.1931
0.2232 -0.0006 -0.4426
2.9708 4.5728 -0.7714
-0.3227 -0.3466 0.0780